No. 1
Formula: C21H23ClF5IN3OSSiYb
Source: OMol25
Level of theory: wB97M-V/def2-TZVPD

Geometry as XYZ:
```
58
Properties=species:S:1:pos:R:3
Yb 0.0034 0.2041 0.9435
N -0.0303 1.4661 2.9133
C 0.7222 2.7087 2.8576
C 2.1977 2.3572 2.5214
C 2.6200 2.3713 1.0509
N 2.2569 1.1199 0.3229
H -1.0072 1.5716 3.1475
H 0.4056 0.8694 3.6475
H 0.6896 3.2848 3.7707
H 0.3214 3.3419 2.0730
H 2.5293 1.4233 3.0138
H 2.8513 3.1502 3.0022
H 3.6870 2.5445 0.9731
H 2.1141 3.2082 0.5611
H 2.7417 0.3457 0.7782
H 2.5848 1.1547 -0.6589
Cl -4.5887 5.2926 -0.3090
C -3.9181 3.7981 0.0574
C -4.6380 2.9983 0.9606
C -4.0379 1.8894 1.5691
I -4.9264 1.0378 3.1654
C -2.7944 1.3438 1.0131
O -2.2539 0.2542 1.4652
C -2.1687 2.1073 -0.0364
N -0.9979 1.6685 -0.6143
C -0.3292 2.4109 -1.5082
C -0.6243 3.7766 -1.7332
C -1.8089 4.2825 -1.1947
C -2.6363 3.4611 -0.3700
H -5.6347 3.3542 1.1959
H 0.4117 1.9122 -2.1516
H 0.0202 4.4057 -2.4049
H -2.1134 5.3389 -1.4490
F -0.8979 -6.8294 0.9219
C -0.2149 -5.6684 1.1380
C -0.8363 -4.4456 0.9660
F -2.1472 -4.3284 0.6789
C -0.0623 -3.3049 1.0628
F -0.6038 -2.0909 0.6733
C 1.2426 -3.2712 1.5888
S 1.9822 -1.8053 1.9900
C 1.8225 -4.5397 1.7435
F 3.1047 -4.6161 2.1880
C 1.1275 -5.7211 1.4630
F 1.7263 -6.8855 1.7264
C -0.7156 -1.4552 -3.5964
Si 1.0398 -1.5504 -2.7678
C 1.2838 -3.4608 -2.3160
C 2.2100 -1.2349 -4.3119
H -0.6030 -1.6671 -4.6794
H -0.9729 -0.4135 -3.4726
H -1.4138 -2.1397 -3.1166
H 1.7352 -4.0430 -3.1257
H 0.3346 -3.9259 -2.0548
H 1.9002 -3.5013 -1.3813
H 1.8935 -1.8720 -5.1428
H 3.2670 -1.4609 -4.0803
H 2.1492 -0.2231 -4.6679
```

Calculated values
DFT total energy in a.u.: -4157.12565
LUMO (spin up / spin down) in eV: -0.66 / -1.58
⟨S²⟩: 0.75
2S+1: 2
Maximum force in eV Å⁻¹: 3.085
Energy above the lowest of the compared OMol25 structures with the same formula, charge and spin in kcal per mole: 5.33

No. 2
Formula: C21H23ClN2PSY
Source: OMol25
Level of theory: wB97M-V/def2-TZVPD

Geometry as XYZ:
```
50
Properties=species:S:1:pos:R:3
Y 0.5026 -1.4577 1.8969
Cl -1.1600 -1.0447 3.5332
P -0.4298 0.4831 -0.3243
C -0.2892 -0.2597 -2.0054
C 0.3056 0.4091 -3.0990
C 0.3690 -0.1988 -4.3559
C -0.0982 -1.5037 -4.5550
C -0.6288 -2.1946 -3.4504
C -0.7329 -1.5890 -2.2006
C -2.2706 0.5923 -0.0148
C -2.7116 1.3061 1.1222
C -4.0497 1.3403 1.4712
C -5.0277 0.7240 0.6936
C -4.6061 0.0565 -0.4643
C -3.2514 0.0121 -0.8171
C -0.0415 2.2554 -0.6791
C 0.9896 2.9118 0.0182
C 1.2787 4.2517 -0.2243
C 0.5326 5.0020 -1.1452
C -0.5177 4.3694 -1.8097
C -0.8197 3.0240 -1.5754
H -1.9641 1.8124 1.7528
H -4.3682 1.8731 2.3820
H -6.1047 0.7886 0.9495
H -5.3516 -0.4143 -1.0962
H -2.9632 -0.4855 -1.7461
H 0.7285 1.4056 -2.9709
H 0.7854 0.3529 -5.2018
H -0.0762 -1.9603 -5.5463
H -0.9798 -3.2168 -3.5879
H -1.1549 -2.1510 -1.3603
H 1.5450 2.3667 0.7920
H 2.0654 4.7460 0.3264
H 0.7410 6.0679 -1.3117
H -1.1365 4.9478 -2.5050
H -1.7011 2.5830 -2.0704
H 2.7426 -1.2364 -0.7847
H 2.6898 -0.4949 -0.6473
S 2.5807 -0.0690 2.5088
C 2.9361 -1.6583 3.0415
N 1.8826 -2.5820 3.3256
C 2.4667 -3.9157 3.7119
C 3.9491 -3.7366 3.4020
N 4.0877 -2.3092 3.1348
H 1.2463 -2.2294 4.1280
H 2.0190 -4.7075 3.0763
H 2.1798 -4.0484 4.7758
H 4.2067 -4.3025 2.4911
H 4.6156 -4.0008 4.2281
H 4.9893 -1.9152 2.7870
```

Calculated values
DFT total energy in a.u.: -2161.10967
LUMO in eV: -7.44
Net charge: +2
2S+1: 1
Maximum force in eV Å⁻¹: 3.391

No. 3
Formula: C21H23CoN4O3S
Source: OMol25
Level of theory: wB97M-V/def2-TZVPD

Geometry as XYZ:
```
53
Properties=species:S:1:pos:R:3
Co 0.1638 -0.3522 0.3419
C -4.2236 -1.4978 -0.0414
C -2.8238 -0.9792 0.1014
N -1.7474 -1.6772 0.2371
O -1.7457 -3.0379 0.2265
C -2.5778 0.4483 0.0945
C -3.5983 1.5377 0.0076
N -1.3149 0.7507 0.1501
O -0.7914 1.9029 0.1653
H -4.2859 -2.5848 -0.0514
H -4.6620 -1.1263 -0.9659
H -4.8275 -1.1386 0.7905
H -2.6338 -3.3986 0.0434
H -4.6159 1.1676 -0.0077
H -3.4113 2.1226 -0.8931
H -3.4648 2.2108 0.8546
C 2.0530 -2.0393 3.5346
C 3.2100 -2.5140 2.9228
C 3.2565 -2.6054 1.5434
C 2.1509 -2.2000 0.7962
N 1.0329 -1.7394 1.4041
C 0.9858 -1.6816 2.7323
C 2.1287 -2.0970 -0.6609
C 3.0716 -2.6595 -1.5225
C 3.0407 -2.3355 -2.8670
C 2.0447 -1.4842 -3.3356
C 1.0955 -1.0281 -2.4391
N 1.1402 -1.3136 -1.1450
H 1.9718 -1.9570 4.6078
H 4.0611 -2.7980 3.5226
H 4.1534 -2.9556 1.0517
H 0.0453 -1.3577 3.1637
H 3.8164 -3.3403 -1.1470
H 3.7777 -2.7337 -3.5461
H 2.0018 -1.1944 -4.3731
H 0.2725 -0.4054 -2.7717
C 4.5535 1.0685 0.2115
S 2.8889 1.1873 -0.5511
O 1.9955 0.6944 0.5539
C 2.6821 2.9774 -0.5024
C 2.5087 3.5908 0.7245
C 2.2277 4.9438 0.7661
C 2.1266 5.6626 -0.4139
C 2.2965 5.0361 -1.6381
C 2.5723 3.6791 -1.6893
H 4.6265 1.7237 1.0746
H 5.2973 1.3449 -0.5297
H 4.6914 0.0326 0.5100
H 2.5591 2.9993 1.6257
H 2.0756 5.4336 1.7144
H 1.8986 6.7155 -0.3803
H 2.2040 5.5982 -2.5525
H 2.6884 3.1634 -2.6309
```

Calculated values
DFT total energy in a.u.: -3039.38918
LUMO (spin up / spin down) in eV: -3.38 / -3.33
Net charge: +1
⟨S²⟩: 1.02
2S+1: 2
Maximum force in eV Å⁻¹: 3.508
Energy above the lowest of the compared OMol25 structures with the same formula, charge and spin in kcal per mole: 48.13

Question: Which value of DFT total energy does entry 1 give?
Answer: -4157.12565 a.u.